#1
C4H10N2S2 | the ωB97M-V functional and the def2-TZVPD basis

```
18
Properties=species:S:1:pos:R:3:lowdin_charge:R:1
C 1.7189 -0.7140 0.6779 -0.737
C -0.8144 1.6532 -0.6973 -0.619
C 2.4003 -1.5229 -0.4211 -0.183
C -2.0971 -0.0482 0.6484 -0.042
N -0.4255 -0.6865 -0.8721 -0.001
N -1.0843 0.3816 -0.3965 -0.380
S 1.7359 0.8833 0.7788 0.667
S -1.4712 3.0552 0.0523 0.754
H 1.3730 -1.3551 1.4849 0.049
H -0.3680 1.8633 -1.7056 0.094
H 1.5360 -1.9509 -0.9295 0.046
H 2.9337 -2.3422 -0.0016 0.045
H 3.1629 -0.9848 -1.0774 0.095
H -2.6181 -1.0760 0.5252 0.116
H -1.5177 -0.1438 1.5911 0.082
H -2.8266 0.8077 0.8401 0.071
H -0.1730 -0.3736 -1.8186 0.052
H -1.4648 2.5537 1.3209 -0.108
```

Summary:
**Spin multiplicity**: 1
**HOMO-LUMO gap (alpha / beta)**: 0.2945 / 0.2944 hartree

#2
C4H10N2S2 | the ωB97M-V functional and the def2-TZVPD basis

```
18
Properties=species:S:1:pos:R:3:lowdin_charge:R:1
C -0.5287 1.6295 1.5261 -0.101
C -0.2733 0.7330 0.3531 -0.509
N 0.0998 1.1342 -0.7985 -0.324
S 0.3493 2.8186 -1.0048 0.758
C -0.4908 -0.7573 0.5408 -0.608
S 0.6168 -1.4163 1.8366 0.762
C -0.3749 -1.5642 -0.7501 -0.323
N 0.9974 -1.6223 -1.2286 -0.019
H -0.9140 1.0874 2.4107 0.081
H 0.3747 2.1469 1.8310 0.077
H -1.2444 2.4151 1.2679 0.072
H 0.6942 2.7122 -2.2792 -0.162
H -1.4821 -0.9001 0.9420 0.097
H 1.6042 -1.6263 0.9737 -0.146
H -0.6665 -2.5851 -0.5427 0.105
H -1.0932 -1.1462 -1.4766 0.115
H 1.2038 -0.7247 -1.6781 0.062
H 1.1278 -2.3345 -1.9232 0.065
```

Summary:
**Spin multiplicity**: 1
**HOMO-LUMO gap**: 0.3536 hartree

Most stable structure, least stable structure: #2, #1.

#1
C4H10N2S2 | the ωB97M-V functional and the def2-TZVPD basis

```
18
Properties=species:S:1:pos:R:3:lowdin_charge:R:1
C -1.8886 -0.7360 -2.1614 -0.169
N -0.7045 0.0401 -2.1439 0.025
C -0.1603 0.0797 -1.0011 -0.444
N 1.0147 0.9018 -0.7876 -0.384
S 1.4672 1.6116 0.6754 0.766
C -0.6810 -0.6442 0.2553 -0.727
C -1.4396 0.2930 1.1721 -0.207
S 0.5249 -1.4345 1.4099 0.655
H -2.5393 -0.4635 -1.3101 0.072
H -1.6664 -1.7702 -2.2258 0.069
H -2.4443 -0.5404 -3.1397 0.100
H 1.1511 1.5207 -1.6608 0.121
H 2.3316 0.7581 1.0697 -0.189
H -1.4511 -1.4373 -0.0146 0.094
H -0.7784 1.2763 1.1161 0.035
H -1.5549 -0.3217 2.1671 0.084
H -2.4849 0.5378 0.7047 0.099
H 0.4094 -2.9419 0.8588 0.000
```

Summary:
**Spin multiplicity**: 1
**HOMO-LUMO gap**: 0.3393 hartree

#2
C4H10N2S2 | the ωB97M-V functional and the def2-TZVPD basis

```
18
Properties=species:S:1:pos:R:3:lowdin_charge:R:1
C -0.9731 0.7232 1.1366 -0.070
N 0.0288 0.6789 0.0828 -0.297
C -0.4855 0.6720 -1.2686 -0.046
N 0.9835 -0.3422 0.1378 -0.259
C 0.5366 -1.7774 0.0944 -0.015
C 2.2659 0.0404 0.0574 -1.146
S 3.5524 -0.9646 -0.1346 0.586
S 2.4435 1.8505 0.0846 0.749
H -0.7097 0.2033 2.0757 0.093
H -1.0048 1.7575 1.5398 0.091
H -1.9661 0.3790 0.8503 0.081
H -1.3717 1.2046 -1.1904 0.076
H 0.2280 1.1896 -1.7930 0.060
H -0.7126 -0.2676 -1.5927 0.050
H 1.4592 -2.4123 0.0588 0.051
H -0.2567 -1.9575 0.7656 0.063
H 0.0908 -1.8573 -0.9408 0.091
H 3.5226 1.5939 -0.6421 -0.159
```

Summary:
**Spin multiplicity**: 1
**HOMO-LUMO gap**: 0.3263 hartree

Most stable structure, least stable structure: #2, #1.

#1
C2HNO2S | the ωB97M-V functional and the def2-TZVPD basis

```
7
Properties=species:S:1:pos:R:3:lowdin_charge:R:1
N -0.1739 0.6476 -1.8508 0.133
C 0.3705 -0.2146 -1.2644 -0.854
S 1.1579 -1.3763 -0.5282 0.733
H -0.9982 1.3413 -1.9456 0.160
O -1.0985 -0.1986 1.2993 0.199
C -0.1274 -0.1421 1.8573 -0.551
O 0.8696 -0.0573 2.4323 0.181
```

Summary:
**Spin multiplicity**: 1
**HOMO-LUMO gap**: 0.3716 hartree

#2
C2HNO2S | the ωB97M-V functional and the def2-TZVPD basis

```
7
Properties=species:S:1:pos:R:3:lowdin_charge:R:1
S 0.1735 -0.9134 2.4021 0.793
C 0.0345 -0.2905 0.9554 -0.924
O 0.2881 -0.9088 -0.3197 0.059
C 0.0335 0.1357 -1.1175 -0.119
N -0.2255 1.3477 -0.5571 0.139
O -0.3321 0.9128 0.6924 -0.067
H 0.0280 -0.2834 -2.0557 0.119
```

Summary:
**Spin multiplicity**: 1
**HOMO-LUMO gap**: 0.3662 hartree

#3
C2HNO2S | the ωB97M-V functional and the def2-TZVPD basis

```
7
Properties=species:S:1:pos:R:3:lowdin_charge:R:1
C -1.2586 -0.8461 -0.9639 -0.175
C -0.3858 0.1382 -0.7724 -0.189
N -1.7889 -1.8599 -1.1323 0.225
O 0.3493 1.0511 -0.8090 0.017
O 0.8133 -0.6751 0.9229 -0.657
S 1.6044 0.5895 1.1179 0.815
H 0.6662 1.6023 1.6368 -0.036
```

Summary:
**Spin multiplicity**: 1
**HOMO-LUMO gap (alpha / beta)**: 0.2754 / 0.2489 hartree

Most stable structure, least stable structure: #1, #3.

#1
CHN2OS | the ωB97M-V functional and the def2-TZVPD basis

```
6
Properties=species:S:1:pos:R:3:lowdin_charge:R:1
C 1.2462 -0.3420 0.6531 -1.024
N -1.4513 0.5043 -0.6228 -0.149
N -0.5227 0.0287 -1.2103 -0.071
O 2.2742 0.1583 0.3132 -0.141
S 0.7656 -1.0271 2.0139 0.397
H -2.3119 0.6778 -1.1471 -0.013
```

Summary:
**Spin multiplicity**: 1
**HOMO-LUMO gap (alpha / beta)**: 0.1956 / 0.2568 hartree
**Net charge**: -1

#2
CHN2OS | the ωB97M-V functional and the def2-TZVPD basis

```
6
Properties=species:S:1:pos:R:3:lowdin_charge:R:1
C -0.8917 -0.4692 0.2556 -0.515
N -1.3407 -1.5434 0.0696 0.084
N -0.6479 0.7554 0.0972 -0.253
O -0.9171 1.7052 0.9536 -0.167
S 1.8002 0.4577 -0.7102 0.168
H 1.9972 -0.9057 -0.6657 -0.316
```

Summary:
**Spin multiplicity**: 1
**HOMO-LUMO gap (alpha / beta)**: 0.2418 / 0.2863 hartree
**Net charge**: -1

Most stable structure, least stable structure: #1, #2.

#1
C2H8N3O2 | the ωB97M-V functional and the def2-TZVPD basis

```
15
Properties=species:S:1:pos:R:3:lowdin_charge:R:1
C -2.3895 1.4064 1.4760 0.011
O -1.1806 0.7349 1.0718 -0.062
N -1.0844 0.5046 -0.2557 0.032
N -0.0571 -0.0962 -0.7404 0.104
O 0.7833 -0.4086 0.1628 -0.026
C 2.2537 -0.8149 -0.2922 -0.096
N 2.2199 -1.7372 -1.3600 0.079
H -3.1033 1.0361 0.7415 0.087
H -2.2396 2.4841 1.2154 0.121
H -2.7821 1.1261 2.4511 0.115
H -1.7366 0.7839 -0.9982 0.209
H 2.7414 -1.0847 0.5646 0.092
H 2.8434 0.1579 -0.5171 0.167
H 1.8412 -2.6500 -1.2738 0.090
H 1.8904 -1.4423 -2.2457 0.077
```

Summary:
**Spin multiplicity**: 1
**HOMO-LUMO gap**: 0.3563 hartree
**Net charge**: +1

#2
C2H8N3O2 | the ωB97M-V functional and the def2-TZVPD basis

```
15
Properties=species:S:1:pos:R:3:lowdin_charge:R:1
C 0.2228 2.2626 0.7950 -0.111
C 0.6202 1.1500 -0.0700 -0.201
N -0.3690 0.0827 -0.4333 0.116
N 0.0172 -1.1403 -0.3268 -0.224
O 1.1427 -1.4336 -0.0032 0.141
N -0.8046 -2.2361 -0.8105 0.049
O -0.6397 -3.3863 -0.1139 0.033
H -0.6483 2.0651 1.4207 0.080
H 0.9694 2.7321 1.4745 0.108
H -0.1339 3.1632 0.1780 0.109
H 1.1508 1.6141 -0.9778 0.164
H 1.3787 0.5101 0.5271 0.145
H -1.3683 0.4464 -0.7027 0.252
H -1.8362 -2.1231 -0.8036 0.186
H 0.2983 -3.7067 -0.1534 0.153
```

Summary:
**Spin multiplicity**: 1
**HOMO-LUMO gap (alpha / beta)**: 0.3617 / 0.3617 hartree
**Net charge**: +1

#3
C2H8N3O2 | the ωB97M-V functional and the def2-TZVPD basis

```
15
Properties=species:S:1:pos:R:3:lowdin_charge:R:1
C 0.2941 0.4441 -0.4829 -0.058
C -1.7498 -0.7052 0.2737 0.029
N 2.8794 -0.2298 -0.6554 0.098
N -0.3687 -0.6130 -0.1683 -0.190
N -0.0410 1.6963 -0.4888 0.173
O 3.0789 -0.7925 0.5007 -0.014
O 0.3337 -1.8109 -0.1207 0.027
H -2.2887 0.1957 -0.0078 0.096
H -2.2221 -1.5649 -0.2012 0.108
H -1.7851 -0.8348 1.3565 0.114
H 3.2195 0.7378 -0.5882 0.083
H 0.6109 2.3890 -0.8266 0.127
H -0.9590 2.0410 -0.2168 0.132
H 2.7720 -1.7276 0.4632 0.133
H 0.0806 -2.3667 -0.8783 0.142
```

Summary:
**Spin multiplicity**: 1
**HOMO-LUMO gap (alpha / beta)**: 0.2624 / 0.3733 hartree
**Net charge**: +1

Most stable structure, least stable structure: #1, #2.

#1
C15H60N30O15 | the ωB97M-V functional and the def2-TZVPD basis

```
120
Properties=species:S:1:pos:R:3:lowdin_charge:R:1
C -6.6438 2.7118 3.0359 -0.770
O -7.8449 2.8135 2.6810 -0.015
N -5.6473 2.9452 2.2663 0.178
N -6.3389 2.5165 4.2915 0.150
H -4.7246 2.9203 2.6763 0.106
H -5.7507 3.3104 1.3303 0.130
H -5.4404 2.5483 4.7517 0.103
H -7.0140 2.2932 5.0089 0.115
C 6.3162 -1.6995 1.8556 -0.744
O 7.4212 -1.8845 1.2933 0.007
N 5.7970 -2.1816 2.9244 0.158
N 5.3848 -0.9040 1.3252 0.129
H 6.3737 -2.7883 3.4895 0.130
H 5.1085 -1.5515 3.3104 0.113
H 4.4618 -1.1408 1.6598 0.093
H 5.5250 -0.7409 0.3383 0.113
C 1.7187 -1.7428 5.6013 -0.876
O 1.9317 -0.9464 4.7346 0.032
N 1.4464 -2.9123 5.3588 0.186
N 1.6731 -1.4881 6.8976 0.169
H 1.5982 -3.1888 4.3993 0.139
H 1.6419 -3.5188 6.1424 0.129
H 1.6451 -0.5320 7.2218 0.122
H 1.4253 -2.3044 7.4385 0.106
C 3.4346 -0.4926 -6.5571 -0.753
O 4.0728 -1.4567 -6.9102 0.044
N 3.0539 0.5946 -7.2042 0.156
N 2.9099 -0.4327 -5.3260 0.135
H 3.2005 0.8319 -8.1749 0.118
H 3.0146 1.2808 -6.4641 0.095
H 2.9292 -1.2613 -4.7488 0.109
H 2.1363 0.1973 -5.1687 0.092
C 4.5467 3.6193 -3.7886 -0.860
O 3.8738 3.9595 -4.6851 0.076
N 4.2016 3.3136 -2.6065 0.173
N 5.8539 3.4551 -3.8891 0.149
H 4.8396 3.2970 -1.8237 0.122
H 3.2239 3.4714 -2.4082 0.118
H 6.2598 3.9855 -4.6468 0.114
H 6.4081 2.9281 -3.2294 0.109
C 3.3972 4.9337 2.6628 -0.753
O 4.3055 5.6254 2.1395 -0.010
N 2.2623 5.4375 3.0159 0.148
N 3.4017 3.6337 2.9194 0.161
H 1.7423 4.9884 3.7562 0.111
H 2.2949 6.4240 2.8016 0.124
H 4.2233 3.0624 2.7826 0.119
H 2.5600 3.3334 3.3901 0.100
C -4.1591 -2.2275 1.8274 -0.750
O -4.3704 -1.9225 0.6580 0.022
N -3.1868 -2.9683 2.2304 0.164
N -4.9152 -1.8941 2.9079 0.138
H -2.7116 -3.6209 1.6235 0.120
H -3.2612 -3.0242 3.2361 0.103
H -5.6494 -1.2492 2.6526 0.107
H -4.6338 -1.9606 3.8757 0.099
C -1.5172 0.9738 -6.7404 -0.846
O -1.8061 -0.1284 -6.3783 0.054
N -1.8300 1.6118 -7.8402 0.159
N -0.8572 1.7095 -5.9500 0.161
H -1.3576 2.4290 -8.1995 0.111
H -2.7335 1.2958 -8.1628 0.120
H -0.3702 2.4574 -6.4227 0.114
H -0.7304 1.3731 -5.0061 0.128
C -6.1636 1.4892 -2.3899 -0.788
O -6.8547 2.2053 -3.0859 0.029
N -4.8775 1.5800 -2.1972 0.161
N -6.6111 0.4377 -1.7424 0.151
H -4.4215 2.3365 -2.6869 0.120
H -4.3947 0.8236 -1.7336 0.110
H -7.5544 0.0994 -1.8682 0.115
H -6.0154 -0.2637 -1.3261 0.094
C 1.6958 -5.0183 -3.9407 -0.825
O 2.4842 -5.1634 -3.0467 0.042
N 1.7692 -5.6394 -5.0588 0.162
N 0.5092 -4.4837 -3.8543 0.155
H 2.4586 -6.3647 -5.1962 0.129
H 0.9738 -5.4847 -5.6616 0.111
H 0.2907 -4.0799 -2.9547 0.113
H -0.1769 -4.3556 -4.5844 0.114
C -3.3034 5.8338 5.3851 -0.845
O -3.1328 5.4408 6.4767 0.082
N -4.0109 6.7800 4.9229 0.177
N -2.6177 5.2729 4.3831 0.135
H -4.3179 6.8043 3.9611 0.121
H -4.5526 7.3584 5.5492 0.128
H -1.8266 4.7966 4.7922 0.104
H -2.7646 5.4899 3.4076 0.100
C 2.9013 -6.7570 2.1696 -0.748
O 3.4182 -6.5296 3.2592 -0.002
N 2.5326 -7.9310 1.6389 0.155
N 2.8617 -5.7594 1.3005 0.159
H 2.5909 -8.6950 2.2968 0.110
H 2.4984 -8.0511 0.6366 0.109
H 2.2485 -5.9360 0.5176 0.103
H 3.2521 -4.9308 1.7261 0.113
C -0.7688 5.7743 -0.6964 -0.873
O -1.7292 5.2101 -0.2857 0.049
N 0.1172 5.1816 -1.4163 0.174
N -0.4074 6.9596 -0.4074 0.172
H 0.9585 5.7310 -1.5184 0.108
H 0.0255 4.1764 -1.4516 0.122
H -0.9246 7.4858 0.2824 0.127
H 0.4027 7.3067 -0.9006 0.115
C -1.3087 -6.9981 -0.0251 -0.825
O -0.9613 -5.8089 0.0587 -0.015
N -1.3077 -7.6924 -1.0853 0.182
N -1.7456 -7.6455 0.9835 0.170
H -1.1491 -7.2245 -1.9662 0.132
H -1.5338 -8.6719 -0.9871 0.119
H -1.9859 -7.1110 1.8061 0.129
H -1.9715 -8.6186 0.8348 0.115
C 0.0898 0.3022 0.3242 -0.759
O 0.0283 1.0293 -0.7295 -0.045
N -0.2506 0.6996 1.5176 0.172
N 0.6557 -0.8349 0.2961 0.169
H -0.5941 1.6475 1.5774 0.116
H 0.2555 0.3272 2.3084 0.106
H 0.2960 -1.5773 0.8788 0.120
H 0.7990 -1.0722 -0.6751 0.123
```

Summary:
**Spin multiplicity**: 1
**HOMO-LUMO gap**: 0.3215 hartree

#2
C15H60N30O15 | the ωB97M-V functional and the def2-TZVPD basis

```
120
Properties=species:S:1:pos:R:3:lowdin_charge:R:1
C 0.0764 -0.0680 -0.3149 -0.643
O 0.3755 -1.2220 -0.0001 -0.023
N -1.0164 0.3450 -1.0299 0.178
N 0.9279 0.9735 -0.1805 0.188
H -1.6623 -0.3814 -1.3077 0.070
H -1.0619 1.2732 -1.4354 0.030
H 0.8639 1.8220 -0.7167 0.073
H 1.8053 0.7273 0.2718 0.051
C 2.0249 4.4338 0.6141 -0.664
O 2.9871 4.2715 -0.1491 -0.016
N 0.7372 4.7505 0.2944 0.177
N 2.1929 4.3462 1.9523 0.166
H 0.0801 4.6770 1.0562 0.045
H 0.4772 4.6583 -0.6721 0.078
H 3.1120 4.3809 2.3537 0.110
H 1.4120 4.6471 2.5092 0.098
C 4.9566 1.8843 -2.6202 -0.709
O 5.7969 1.1242 -3.1254 0.003
N 5.1648 3.1805 -2.3214 0.165
N 3.7213 1.4178 -2.3814 0.162
H 6.0809 3.5815 -2.2999 0.106
H 4.3082 3.6679 -2.1137 0.069
H 3.0072 1.9306 -1.8962 0.068
H 3.6797 0.4485 -2.6588 0.083
C -2.4188 3.9298 1.8664 -0.656
O -1.7387 4.8943 1.5295 -0.003
N -3.2685 3.8606 2.9313 0.169
N -2.3456 2.7282 1.2403 0.179
H -3.7037 3.0333 3.2860 0.099
H -3.2995 4.6672 3.5349 0.113
H -1.5965 2.5985 0.5752 0.076
H -3.0408 2.0137 1.3323 0.098
C -1.9048 -1.8047 3.5489 -0.650
O -1.0544 -2.4985 4.0968 0.012
N -1.9158 -1.5269 2.2217 0.186
N -2.9141 -1.2440 4.2782 0.152
H -1.0343 -1.7133 1.7626 0.058
H -2.5757 -0.8739 1.8447 0.086
H -3.5578 -0.6060 3.8446 0.080
H -3.2699 -1.7055 5.0959 0.103
C -1.1613 -0.7094 -4.5722 -0.666
O -1.6410 -1.6351 -3.9292 0.010
N -1.6539 -0.1926 -5.7267 0.159
N -0.0339 -0.0549 -4.1908 0.170
H -1.2196 0.5028 -6.2993 0.099
H -2.5939 -0.4642 -5.9592 0.096
H 0.2899 -0.2104 -3.2482 0.073
H 0.4856 0.6306 -4.7050 0.105
C -1.4093 3.8159 -2.5410 -0.685
O -0.7959 2.8597 -2.0519 -0.037
N -1.9231 4.8005 -1.8256 0.204
N -1.7339 3.7660 -3.8601 0.179
H -2.5533 5.4505 -2.2623 0.122
H -1.8251 4.8256 -0.8212 0.082
H -1.5875 2.8068 -4.1381 0.100
H -2.1345 4.4891 -4.4257 0.112
C 0.7664 1.4102 4.9472 -0.680
O 0.0118 1.8307 5.8199 0.002
N 1.7540 0.4911 5.1331 0.172
N 0.6705 1.7260 3.6257 0.159
H 2.2331 0.1390 4.3302 0.044
H 1.9689 0.1871 6.0657 0.110
H 1.2640 1.2113 2.9717 0.050
H -0.0420 2.3789 3.3545 0.081
C -4.5854 -1.6634 -1.4493 -0.657
O -3.9231 -0.6303 -1.2411 -0.034
N -4.2470 -2.4964 -2.4562 0.174
N -5.6991 -2.0552 -0.8084 0.181
H -3.4826 -2.1760 -3.0443 0.068
H -4.8301 -3.2483 -2.7709 0.108
H -6.0226 -1.5104 -0.0277 0.114
H -6.0536 -2.9822 -0.9448 0.105
C 3.7937 0.8111 2.0656 -0.623
O 2.5760 0.5590 1.8869 -0.082
N 4.4704 0.2594 3.0813 0.202
N 4.5074 1.6602 1.3029 0.202
H 4.0481 -0.3622 3.7529 0.071
H 5.4680 0.3245 2.9740 0.117
H 3.9296 2.1280 0.6169 0.078
H 5.3142 2.1050 1.6982 0.114
C 2.4762 -2.6710 3.8193 -0.685
O 3.6979 -2.5131 3.9748 -0.021
N 1.8455 -2.3824 2.6490 0.192
N 1.7073 -3.1520 4.8084 0.172
H 0.8385 -2.4631 2.6633 0.063
H 2.2042 -1.5772 2.1569 0.057
H 2.1341 -2.9342 5.6957 0.106
H 0.6985 -3.1530 4.7975 0.060
C -4.7666 1.7756 -3.4468 -0.699
O -5.6864 2.5131 -3.8156 0.018
N -4.5200 0.5136 -3.8870 0.140
N -3.9330 1.9856 -2.4367 0.165
H -4.4686 -0.1335 -3.1112 0.047
H -4.8590 0.3366 -4.8175 0.104
H -3.4502 1.1338 -2.1760 0.069
H -3.9002 2.9660 -2.2073 0.102
C 2.2306 -5.8818 0.3977 -0.685
O 3.1217 -6.6005 -0.0365 0.007
N 1.4070 -6.2067 1.4297 0.162
N 2.0754 -4.6234 -0.1122 0.166
H 0.7028 -5.4965 1.5843 0.064
H 1.5093 -6.9189 2.1225 0.098
H 2.7953 -4.4408 -0.7937 0.084
H 1.5699 -3.8610 0.3081 0.058
C -1.4742 -4.2421 -0.1981 -0.664
O -1.0111 -3.9719 0.9180 -0.012
N -2.4975 -5.0978 -0.3824 0.159
N -1.0024 -3.6400 -1.3146 0.181
H -3.0154 -5.4509 0.4022 0.104
H -2.7605 -5.4778 -1.2732 0.094
H -1.4067 -3.8423 -2.2109 0.085
H -0.6072 -2.7299 -1.1310 0.060
C 3.5781 -2.1394 -1.7761 -0.714
O 4.2320 -2.8794 -2.5087 0.037
N 2.3451 -1.7082 -2.1289 0.153
N 3.8866 -1.6508 -0.5523 0.187
H 2.0270 -1.8423 -3.0728 0.100
H 1.6837 -1.5996 -1.3795 0.038
H 4.5921 -2.1932 -0.0748 0.122
H 3.1919 -1.1505 -0.0283 0.060
```

Summary:
**Spin multiplicity**: 1
**HOMO-LUMO gap**: 0.2940 hartree

Most stable structure, least stable structure: #2, #1.